Entry 1:
# C3H5NO2

A single C3H5NO2 molecule at a distorted geometry (the ωB97M-V functional and the def2-TZVPD basis, the Open Molecules 2025 dataset).

Geometry (Å):
O (-1.69199, -1.55416, 0.50371)
C (-0.86548, -0.66223, 0.35778)
N (-1.28592, 0.67405, 0.25451)
H (0.75136, 0.13291, -1.72348)
C (0.54666, -0.98089, 0.37228)
C (1.32359, 0.62322, -0.94249)
H (0.88094, -1.94044, 0.73920)
H (-2.24139, 0.75756, 0.57938)
H (1.74102, 1.62629, -0.94741)
O (1.52261, -0.05750, 0.15110)
H (-0.68141, 1.38119, 0.65542)

Summary:
- charge = 0
- energy relative to the best compared isomer or geometry (same formula, charge and spin) (eV) = 3.862
- gap between HOMO and LUMO (alpha / beta) (eV) = 8.942 / 7.309
- HOMO (alpha / beta) (eV) = -8.670 / -8.063

Entry 2:
# C19H43IN4O5P

3 unconnected molecules or ions with the total composition C19H43IN4O5P at a distorted geometry (the ωB97M-V functional and the def2-TZVPD basis, the Open Molecules 2025 dataset).

Geometry (Å):
H (4.77592, 0.24368, 1.28419)
H (1.89549, 3.03315, 1.79579)
C (0.95962, -1.44835, -0.57701)
O (-4.20657, 1.99259, -3.71218)
H (2.91324, -1.72990, 6.27246)
H (-1.12919, -1.84823, -0.33144)
I (-0.56343, -1.87000, 2.45662)
C (-0.50253, -1.01537, -0.63985)
H (3.74867, -1.36510, 2.74890)
H (3.16576, -3.06080, 2.76990)
O (1.76537, -2.84729, 4.89566)
H (1.54484, -0.77327, -1.20837)
H (3.32226, -2.67885, -1.89380)
H (-6.36706, -0.45735, -0.50995)
H (1.71199, -3.09982, 0.99734)
C (1.62930, 1.31684, 0.54056)
H (-6.19500, -2.16250, -0.26699)
H (1.01830, -2.43248, -1.05170)
H (7.25826, 0.52390, 0.52264)
C (-2.09077, 0.44441, -1.90287)
H (1.77732, -0.81389, 4.29079)
C (1.98105, 0.19771, 1.52290)
P (1.92806, -1.68465, 1.09898)
C (2.86428, -2.00770, 2.78958)
H (-6.18533, 2.62002, -2.78213)
H (-0.16316, -0.18847, -2.63575)
C (2.99707, -2.26869, 5.33501)
H (-1.38972, -1.43900, -2.58276)
H (-7.71188, 5.35459, -4.32265)
O (-3.12045, 0.18972, -2.90891)
H (-4.85948, 0.93466, -2.12541)
C (1.07856, 2.56263, 1.23866)
H (4.46811, -3.57550, -0.91189)
H (-7.44567, 2.37897, -1.60676)
H (-1.72444, 1.45811, -2.07856)
H (6.70240, -1.06964, 0.96010)
C (3.59632, -1.86476, 0.12033)
O (-8.87647, 4.26876, -2.40824)
H (-0.18295, 4.27313, 0.76330)
H (4.79103, -1.00810, -1.42565)
H (5.08956, 1.26464, -0.12332)
C (0.49704, 3.58224, 0.26252)
N (-3.90416, -2.04087, 0.80131)
H (0.91878, 1.01462, -0.22503)
H (4.36439, -2.15864, 0.84162)
H (2.95858, 0.40886, 1.95727)
H (6.84460, -0.64941, -0.74576)
H (-6.33073, 4.30333, -4.31095)
H (0.33100, 2.27154, 1.98048)
O (-4.18825, 0.19663, 0.44084)
H (2.53471, 1.63400, 0.00963)
H (1.28871, 0.28438, 2.36245)
C (5.11435, 0.23777, 0.24904)
C (-4.59095, -0.95213, 0.37128)
H (-0.69331, -0.18677, 0.04310)
C (4.17458, -0.63406, -0.59650)
N (-7.07051, 2.88472, -2.38548)
H (-0.07753, 3.08526, -0.52253)
C (2.29042, -1.76029, 4.14962)
H (1.27882, 4.17562, -0.21548)
H (3.41122, -0.03055, -1.08800)
H (3.85897, -2.91177, 5.19197)
H (-4.27027, -2.96651, 0.68443)
N (-7.21834, 4.57623, -3.93109)
C (3.51793, -3.03579, -0.87908)
H (2.72501, -3.74162, -0.63538)
H (-2.55863, 0.40053, -0.91465)
N (-5.82382, -1.23549, -0.19079)
C (-0.98306, -0.58772, -2.03300)
C (-7.79966, 3.93089, -2.87057)
C (-4.10745, 1.09057, -2.92100)
H (-2.99064, -1.95175, 1.23680)
C (6.56084, -0.26479, 0.23516)

Summary:
- charge = -1
- gap between HOMO and LUMO (eV) = 7.109
- HOMO (eV) = -4.689

Entry 3:
# C34H33N13O2SV

A molecular structure, C34H33N13O2SV at a distorted geometry (the ωB97M-V functional and the def2-TZVPD basis, the Open Molecules 2025 dataset).

Geometry (Å):
H (-0.20191, -1.65123, 2.88221)
C (2.54197, 2.87513, -5.06331)
C (-0.79967, 3.10406, -3.22250)
N (1.14928, -0.22539, -0.99242)
H (5.43442, 1.27566, -3.48627)
H (-2.48925, 2.75342, 3.07045)
N (-0.67355, 0.86999, 1.27328)
O (1.55942, -2.53256, -1.17617)
C (-1.25128, -3.00499, -1.26011)
N (-1.14004, 1.45217, -1.73884)
N (-2.80210, -0.14701, 0.06753)
H (1.99013, 2.43064, -7.09699)
H (-0.97272, 1.99688, 3.57252)
S (2.14765, -0.56024, 2.30698)
C (2.84948, 2.35797, -3.81380)
H (-6.40162, 0.45221, 1.33618)
H (2.01795, 5.12336, 3.36127)
H (7.88967, 1.79148, -0.01473)
C (3.13300, 0.43689, -2.18821)
N (-1.19957, -1.75582, -1.76038)
H (5.98076, 1.13264, 1.42372)
N (-0.71376, -1.91382, 0.81952)
H (-0.20187, 1.05135, -3.65696)
H (2.54019, -0.93930, -4.49808)
C (4.47087, 0.88737, -1.60424)
C (1.86444, -1.36695, -1.39416)
H (-3.66058, -1.19936, -1.48845)
V (-0.80544, -0.28066, -0.41169)
C (-1.57793, -2.77106, -3.88062)
H (-0.48337, -4.20705, 2.91453)
C (-3.01738, 0.57079, 1.19521)
H (3.01782, 3.93049, 1.35298)
H (-1.37400, -0.66759, -3.51051)
H (1.99656, -0.02062, -6.73195)
C (-1.37621, -1.65937, -3.08616)
N (-0.96365, -4.14393, 0.93153)
C (2.32086, 4.07186, 3.39485)
C (-3.86800, -0.63674, -0.58889)
C (-0.99240, -3.08377, 0.17509)
H (1.64363, 3.53598, 4.06710)
O (1.70450, 2.03940, -1.04316)
N (-1.37049, 3.60645, -2.07287)
C (1.91220, 0.87472, -1.31862)
H (3.32944, 4.02283, 3.81850)
H (3.72878, -1.64587, -2.27465)
C (6.77636, 1.57434, -1.83748)
C (2.22956, 2.02459, -6.12068)
C (2.23370, 0.65268, -5.91490)
C (-0.48458, -2.28198, 2.05646)
C (-4.31287, 0.80265, 1.66278)
N (2.54782, 2.02211, 2.02987)
C (-5.39254, 0.28138, 0.97856)
C (2.54500, 0.13282, -4.65803)
C (-1.54862, 2.58675, -1.21226)
H (1.30639, 3.58663, 1.55118)
H (-0.52580, 3.72195, -4.06285)
N (-0.64244, -3.60543, 2.12915)
C (5.86224, 1.17096, 0.34608)
H (7.60920, 1.84995, -2.47340)
H (-1.55282, -5.09190, -1.62019)
N (-1.65212, -4.00191, -3.37967)
H (3.41865, 1.71262, 2.42213)
C (6.93322, 1.54106, -0.45939)
N (0.36540, 1.49403, 1.82786)
H (3.07625, 3.01759, -2.98401)
H (-5.98479, -0.88391, -0.74442)
C (-1.83697, 1.08457, 1.87110)
C (2.85460, 0.97828, -3.59936)
C (1.59818, 1.03926, 2.01317)
H (3.81241, 0.52709, 0.41405)
C (-5.16832, -0.45834, -0.17572)
H (-1.96690, 2.71190, -0.22601)
N (2.98512, -0.99524, -2.09718)
C (2.28199, 3.45160, 2.00171)
H (-4.45585, 1.39908, 2.55467)
C (-1.49518, -4.10427, -2.06478)
C (-1.96128, 1.79871, 3.17690)
H (2.54542, 3.94965, -5.21731)
H (-1.68467, -2.66770, -4.95453)
C (5.54897, 1.24924, -2.40863)
C (-0.66044, 1.77496, -2.99997)
H (-1.57355, 4.56992, -1.88540)
H (-2.51993, 1.19168, 3.89535)
C (4.64108, 0.84087, -0.22103)

Summary:
- charge = 0
- energy relative to the best compared isomer or geometry (same formula, charge and spin) (eV) = 0.548
- <S²> = 3.77
- gap between HOMO and LUMO (alpha / beta) (eV) = 6.347 / 6.471
- HOMO (alpha / beta) (eV) = -6.573 / -6.854
- 2S+1 = 4